No. 1
Formula: C2H7NS
Source: the Open Molecules 2025 dataset
Level of theory: ωB97M-V with the def2-TZVPD basis set

Each line ends with the Löwdin charge.
CARTESIAN COORDINATES (ANGSTROEM)
C1 -0.704 -0.259 -1.507  -0.082
N1 0.456 0.196 -1.212  -0.098
C2 1.506 -0.651 -0.708  -0.170
H1 -1.046 -1.309 -1.589  0.075
H2 -1.252 0.391 -2.194  0.058
H3 1.867 -1.307 -1.468  0.063
H4 2.349 0.010 -0.419  0.069
H5 1.322 -1.163 0.281  0.089
S1 -1.263 1.749 3.421  0.368
H6 -2.540 1.528 3.000  -0.235
H7 -0.693 0.815 2.395  -0.136

net charge: 0
HOMO energy: -9.61 eV
ΔE to the lowest compared entry with this formula, charge and spin: 39.75 kcal/mol
SMILES string: C=NC.S

=====

No. 2
Formula: C22H67O29P7
Source: the Open Molecules 2025 dataset
Level of theory: ωB97M-V with the def2-TZVPD basis set

Each line ends with the Löwdin charge.
CARTESIAN COORDINATES (ANGSTROEM)
C1 2.983 17.101 13.525  -0.090
O1 1.699 17.672 13.340  -0.234
P1 0.273 17.172 13.945  0.541
O2 0.285 16.576 15.326  -0.268
O3 -0.796 18.461 13.787  -0.245
C2 -2.118 18.358 14.256  -0.127
O4 -0.190 16.133 12.783  -0.229
C3 -1.284 15.286 12.900  -0.140
H1 3.530 17.949 13.937  0.088
H2 3.609 16.854 12.667  0.090
H3 2.810 16.326 14.271  0.087
H4 -2.478 19.365 14.467  0.094
H5 -2.111 17.784 15.183  0.082
H6 -2.678 17.781 13.520  0.082
H7 -1.772 15.288 13.875  0.088
H8 -0.922 14.270 12.743  0.089
H9 -1.961 15.508 12.076  0.092
C4 -18.487 23.176 13.738  -0.065
O5 -17.278 23.383 12.910  -0.239
P2 -16.205 24.492 13.398  0.506
O6 -16.578 25.587 14.275  -0.214
O7 -15.643 24.950 11.859  -0.243
C5 -16.288 25.989 11.208  -0.161
O8 -14.917 23.597 13.914  -0.214
C6 -14.564 22.348 13.336  -0.125
H10 -18.565 23.919 14.532  0.073
H11 -18.434 22.253 14.316  0.086
H12 -19.408 23.289 13.166  0.088
H13 -15.678 26.372 10.390  0.085
H14 -16.450 26.838 11.873  0.083
H15 -17.219 25.612 10.786  0.087
H16 -13.677 22.421 12.706  0.086
H17 -15.329 21.892 12.709  0.081
H18 -14.278 21.587 14.062  0.085
C7 -10.945 19.896 6.275  -0.191
O9 -11.328 20.892 7.083  -0.229
P3 -10.291 22.186 7.545  0.579
O10 -9.441 21.893 8.791  -0.280
O11 -11.318 23.437 7.685  -0.245
C8 -10.754 24.668 8.150  -0.102
O12 -9.463 22.479 6.208  -0.209
C9 -10.040 23.221 5.190  -0.139
H19 -10.063 19.428 6.711  0.091
H20 -10.584 20.348 5.351  0.076
H21 -11.687 19.108 6.143  0.099
H22 -11.498 25.457 8.255  0.094
H23 -9.880 25.000 7.589  0.093
H24 -10.472 24.524 9.193  0.088
H25 -10.804 23.945 5.473  0.083
H26 -10.637 22.654 4.476  0.093
H27 -9.236 23.794 4.728  0.101
C10 -1.984 16.056 5.487  -0.124
O13 -2.465 16.702 6.680  -0.208
P4 -2.655 18.329 6.598  0.496
O14 -1.512 19.113 6.022  -0.264
O15 -4.074 18.457 5.764  -0.236
C11 -4.214 19.013 4.486  -0.131
O16 -3.009 18.776 8.097  -0.214
C12 -3.474 20.085 8.455  -0.089
H28 -2.713 15.661 4.780  0.086
H29 -1.211 15.295 5.589  0.087
H30 -1.407 16.677 4.801  0.077
H31 -3.307 19.427 4.047  0.086
H32 -4.803 19.899 4.723  0.083
H33 -4.799 18.414 3.789  0.088
H34 -4.423 20.118 8.992  0.085
H35 -3.465 20.810 7.641  0.092
H36 -2.862 20.439 9.284  0.087
C13 -2.629 29.905 15.022  -0.186
O17 -2.870 28.826 14.231  -0.234
P5 -3.924 28.893 12.923  0.555
O18 -5.181 29.683 13.271  -0.283
O19 -3.004 29.715 11.795  -0.217
C14 -2.762 29.082 10.511  -0.110
O20 -4.149 27.372 12.526  -0.244
C15 -4.713 26.375 13.351  -0.079
H37 -2.572 29.832 16.108  0.090
H38 -3.281 30.774 14.933  0.085
H39 -1.693 30.269 14.598  0.089
H40 -2.945 29.770 9.686  0.094
H41 -3.060 28.040 10.392  0.073
H42 -1.742 28.697 10.524  0.080
H43 -5.782 26.353 13.141  0.091
H44 -4.611 26.557 14.421  0.099
H45 -4.322 25.484 12.859  0.098
C16 -12.167 15.733 16.358  -0.157
O21 -12.136 14.358 16.240  -0.239
P6 -11.828 13.713 14.723  0.539
O22 -10.458 13.877 14.170  -0.244
O23 -12.331 12.155 14.904  -0.232
C17 -11.952 11.447 16.123  -0.084
O24 -13.053 14.352 13.842  -0.210
C18 -13.145 14.016 12.518  -0.167
H46 -11.697 16.409 15.643  0.093
H47 -11.881 15.864 17.401  0.097
H48 -13.190 16.089 16.239  0.084
H49 -11.069 10.811 16.069  0.091
H50 -12.872 10.952 16.435  0.089
H51 -11.824 12.159 16.939  0.070
H52 -12.580 13.122 12.253  0.085
H53 -12.786 14.730 11.777  0.092
H54 -14.173 13.767 12.256  0.093
C19 -4.572 10.475 11.395  -0.154
O25 -3.827 10.614 10.243  -0.207
P7 -4.493 10.448 8.758  0.500
O26 -5.490 9.377 8.505  -0.244
O27 -5.069 11.873 8.266  -0.195
C20 -6.134 12.470 8.935  -0.149
O28 -3.143 10.343 7.816  -0.231
C21 -2.671 9.127 7.287  -0.121
H55 -4.714 11.434 11.893  0.090
H56 -4.029 9.861 12.113  0.090
H57 -5.529 9.972 11.255  0.089
H58 -6.705 12.008 9.740  0.087
H59 -6.912 12.844 8.268  0.092
H60 -5.794 13.331 9.511  0.087
H61 -3.074 8.197 7.689  0.087
H62 -1.585 9.128 7.371  0.088
H63 -2.996 9.201 6.249  0.091
C22 -8.043 18.405 12.749  -0.183
O29 -7.986 19.758 13.167  -0.102
H64 -7.378 17.749 13.311  0.076
H65 -9.014 17.928 12.887  0.064
H66 -7.990 18.187 11.682  0.075
H67 -8.095 20.237 12.342  0.071

net charge: 0
HOMO energy: -10.11 eV
ΔE to the lowest compared entry with this formula, charge and spin: 98.78 kcal/mol
SMILES string: COP(=O)(OC)OC.COP(=O)(OC)OC.COP(=O)(OC)OC.COP(=O)(OC)OC.COP(=O)(OC)OC.COP(=O)(OC)OC.COP(=O)(OC)OC.CO

=====

No. 3
Formula: C5H7O3
Source: the Open Molecules 2025 dataset
Level of theory: ωB97M-V with the def2-TZVPD basis set

Each line ends with the Löwdin charge.
CARTESIAN COORDINATES (ANGSTROEM)
O1 3.712 0.927 -0.398  -0.095
C1 2.805 0.195 0.070  -0.792
O2 2.957 -0.868 0.703  -0.085
C2 1.399 0.572 -0.200  -0.007
C3 0.281 0.172 0.546  -0.102
C4 -1.088 0.633 0.176  -0.222
C5 -1.871 -0.481 -0.518  -0.288
O3 -2.016 -1.571 0.381  -0.097
H1 1.316 1.256 -1.013  0.083
H2 0.422 -0.466 1.385  0.087
H3 -0.992 1.457 -0.539  0.104
H4 -1.643 0.958 1.068  0.109
H5 -2.844 -0.125 -0.875  0.108
H6 -1.339 -0.798 -1.395  0.103
H7 -1.098 -1.861 0.609  0.094

net charge: -1
HOMO energy: -4.01 eV
ΔE to the lowest compared entry with this formula, charge and spin: 19.40 kcal/mol
SMILES string: O=C([O-])/C=C/CCO